DFT (wB97M-V/def2-TZVPD) results for 2 unconnected molecules or ions with the total composition C2H8NO.

Geometry (Å):
C: 0.027 -1.168 -0.144
O: -0.906 -0.121 -0.440
C: -0.281 -1.688 1.276
H: 1.125 -0.809 -0.251
H: -0.134 -1.958 -0.853
H: 0.416 -2.474 1.539
H: -1.261 -2.151 1.270
H: -0.265 -0.760 1.851
N: 0.393 2.843 -0.792
H: 1.229 2.780 -1.456
H: -0.206 3.596 -1.152
H: -0.137 1.909 -0.847

Energy relative to the best compared isomer or geometry (same formula, charge and spin): 13.3 kcal/mol
Orbital gap: 6.95 eV
Multiplicity: 1
Total energy: -210.96309 hartree
Total charge: -1
LUMO level: 4.73 eV